{
  "formula": "C5H14",
  "method": "ωB97M-V/def2-TZVPD",
  "smiles": "CCC.CC",
  "total_energy_ha": -198.82859,
  "charge": 0,
  "e_above_lowest_kj_mol": 159.0,
  "gap_ev": 12.05,
  "species": ["C", "C", "C", "H", "H", "H", "H", "H", "H", "H", "H", "C", "C", "H", "H", "H", "H", "H", "H"],
  "positions_angstrom": [[-0.004, -2.564, -0.517], [-0.223, -1.176, 0.166], [-0.375, -1.331, 1.730], [-0.833, -3.126, -0.703], [0.498, -2.394, -1.483], [0.655, -3.280, -0.059], [0.773, -0.468, 0.050], [-1.126, -0.763, -0.166], [0.311, -2.003, 2.120], [-0.105, -0.454, 2.452], [-1.425, -1.673, 1.928], [-0.319, 2.313, -0.248], [0.850, 2.655, -1.170], [-0.007, 1.576, 0.526], [-0.768, 3.308, 0.120], [-1.225, 1.888, -0.635], [1.844, 2.548, -0.584], [0.834, 3.662, -1.447], [0.999, 1.796, -1.888]],
  "mulliken_charge": [-1.394, 0.153, -1.105, 0.421, 0.330, 0.351, 0.076, 0.230, 0.387, 0.277, 0.268, -0.598, -0.855, 0.053, 0.293, 0.268, 0.231, 0.365, 0.248]
}